Density functional theory data (the ωB97M-V functional and the def2-TZVPD basis) for a cluster of 4 separate species, C15H33BBr6O5P in total.

Each atom is followed by the atoms it is bonded to, with distances in Å.
Positions of all 61 atoms, in Å:
1 C -2.01 -1.56 -3.27  C2 1.541, H17 1.093, H18 1.091, H19 1.092
2 C -1.16 -2.39 -2.28  C1 1.541, C3 1.533, H20 1.095, H21 1.091
3 C -2.00 -3.28 -1.35  C2 1.533, C4 1.536, H22 1.094, H23 1.100
4 C -2.44 -2.58 -0.05  C3 1.536, B5 1.649, H24 1.100, H25 1.102
5 B -1.25 -1.90 0.87  C4 1.649, C6 1.660, C12 1.689, H26 1.227
6 C 0.04 -2.92 1.01  B5 1.660, C7 1.529, H27 1.094, H28 1.102
7 C 1.46 -2.35 1.14  C6 1.529, O8 1.450, H29 1.096, H30 1.091
8 O 1.44 -0.98 1.60  C7 1.450, C9 1.343
9 C 2.18 -0.08 0.94  O8 1.343, C10 1.505, O11 1.207
10 C 1.47 1.24 0.77  C9 1.505, H31 1.092, H32 1.090, H33 1.083
11 O 3.29 -0.30 0.52  C9 1.207
12 C -1.93 -1.55 2.37  B5 1.689, P13 1.767, H34 1.097, H35 1.098
13 P -1.93 0.11 2.98  C12 1.767, O14 1.484, O15 1.611, O16 1.618
14 O -2.87 0.41 4.09  P13 1.484
15 O -0.41 0.51 3.31  P13 1.611, H36 0.963
16 O -2.24 1.13 1.76  P13 1.618, H37 0.964
17 H -1.64 -1.67 -4.29  C1 1.093
18 H -1.96 -0.49 -3.04  C1 1.091
19 H -3.05 -1.87 -3.26  C1 1.092
20 H -0.47 -3.01 -2.85  C2 1.095
21 H -0.54 -1.71 -1.69  C2 1.091
22 H -1.45 -4.19 -1.11  C3 1.094
23 H -2.88 -3.61 -1.91  C3 1.100
24 H -3.16 -1.78 -0.32  C4 1.100
25 H -3.01 -3.31 0.54  C4 1.102
26 H -0.94 -0.82 0.36  B5 1.227
27 H 0.08 -3.59 0.14  C6 1.094
28 H -0.12 -3.58 1.87  C6 1.102
29 H 2.08 -2.90 1.86  C7 1.096
30 H 1.99 -2.38 0.19  C7 1.091
31 H 2.12 2.05 1.11  C10 1.092
32 H 1.28 1.39 -0.30  C10 1.090
33 H 0.53 1.29 1.30  C10 1.083
34 H -3.00 -1.79 2.38  C12 1.097
35 H -1.47 -2.15 3.17  C12 1.098
36 H 0.14 -0.27 3.40  O15 0.963
37 H -2.99 1.66 2.06  O16 0.964
38 Br 1.81 -5.54 -1.04  C39 1.937
39 C 1.63 -6.05 0.82  Br38 1.937, C40 1.505, H42 1.086, H43 1.088
40 C 2.20 -7.42 1.09  C39 1.505, Br41 1.946, H44 1.088, H45 1.085
41 Br 1.05 -8.85 0.43  C40 1.946
42 H 0.58 -5.98 1.06  C39 1.086
43 H 2.18 -5.30 1.39  C39 1.088
44 H 2.28 -7.59 2.17  C40 1.088
45 H 3.17 -7.56 0.62  C40 1.085
46 Br 2.02 3.26 -3.79  C47 1.943
47 C 2.30 4.83 -2.67  Br46 1.943, C48 1.506, H50 1.086, H51 1.088
48 C 2.16 4.51 -1.20  C47 1.506, Br49 1.942, H52 1.088, H53 1.087
49 Br 0.30 4.27 -0.69  C48 1.942
50 H 1.60 5.58 -3.00  C47 1.086
51 H 3.32 5.16 -2.88  C47 1.088
52 H 2.52 5.34 -0.60  C48 1.088
53 H 2.67 3.60 -0.92  C48 1.087
54 Br 0.07 8.30 -2.85  C55 1.946
55 C -0.85 7.83 -1.20  Br54 1.946, C56 1.505, H58 1.085, H59 1.087
56 C -0.59 8.84 -0.11  C55 1.505, Br57 1.945, H60 1.088, H61 1.085
57 Br 1.20 8.67 0.62  C56 1.945
58 H -0.51 6.84 -0.92  C55 1.085
59 H -1.91 7.80 -1.45  C55 1.087
60 H -1.27 8.67 0.72  C56 1.088
61 H -0.69 9.86 -0.46  C56 1.085

Lowest unoccupied orbital energy (eV): 1.901
Total charge: -1
HOMO energy (eV): -5.551
Energy (eV): -456553.191